# 1
Below is 2 unconnected molecules or ions with the total composition C3H7O3 in a non-equilibrium geometry, with properties calculated with ωB97M-V/def2-TZVPD.

XYZ file:
```
13
C3H7O3, DFT ωB97M-V/def2-TZVPD
O 1.91 -0.27 -1.06
C 1.91 -0.57 0.23
O 1.09 -0.35 1.07
H 2.78 -1.22 0.53
H -0.61 0.30 1.36
C -1.56 -0.15 -0.23
O -1.60 0.24 1.21
C -1.38 1.00 -1.16
H -0.72 -0.83 -0.39
H -2.47 -0.75 -0.41
H -1.78 0.78 -2.13
H -1.89 1.79 -0.61
H -0.31 1.30 -1.17
```

- E_LUMO (eV) = 4.3
- ΔE to the lowest compared entry with this formula, charge and spin (eV) = 1.1559
- gap between HOMO and LUMO (eV) = 8.60
- E_tot (eV) = -9368.0024
- 2S+1 = 1
- charge = -1

# 2
Below is a single C6H12N3OP molecule in a non-equilibrium geometry, with properties calculated with ωB97M-V/def2-TZVPD.

XYZ file:
```
23
C6H12N3OP, DFT ωB97M-V/def2-TZVPD
C 1.47 0.37 3.14
N 0.51 0.27 2.10
C 0.84 -0.05 0.86
C -0.37 -0.22 0.12
P -0.50 -0.34 -1.58
C 0.51 -1.70 -2.24
C 0.26 1.28 -2.20
O -1.90 -0.38 -2.13
C -1.36 0.02 1.07
N -2.66 0.11 0.91
N -0.81 0.31 2.24
H 0.99 1.13 3.79
H 1.65 -0.53 3.58
H 2.34 0.77 2.63
H 1.79 -0.24 0.53
H 1.41 -1.41 -2.70
H 0.80 -2.48 -1.61
H -0.17 -1.87 -3.10
H 1.31 1.22 -1.91
H 0.28 1.16 -3.23
H -0.16 2.18 -1.89
H -2.98 0.02 -0.08
H -3.26 0.37 1.69
```

- E_LUMO (eV) = 0.7
- ΔE to the lowest compared entry with this formula, charge and spin (eV) = 0.0000
- gap between HOMO and LUMO (eV) = 8.66
- E_tot (eV) = -22223.0269
- structure (SMILES) = Cn1cc(P(C)(C)=O)c(N)n1
- 2S+1 = 1

# 3
Below is a single C9H12N2O molecule in a non-equilibrium geometry, with properties calculated with ωB97M-V/def2-TZVPD.

XYZ file:
```
24
C9H12N2O, DFT ωB97M-V/def2-TZVPD
C 4.15 -1.30 0.36
C 3.70 -0.22 -0.29
C 1.08 -0.25 0.05
C 2.36 1.60 -0.28
C 2.23 3.14 -0.60
C -0.17 -2.33 0.50
C -0.82 -0.73 -1.41
C -1.37 -0.27 1.00
C -0.36 -0.83 0.05
N 4.53 -2.35 0.71
N 3.46 0.96 -0.27
O 1.14 1.01 -0.10
H 2.80 3.29 -1.53
H 1.17 3.31 -0.65
H 2.90 3.63 0.16
H -1.11 -2.73 1.03
H 0.16 -3.08 -0.24
H 0.74 -2.35 1.20
H -1.65 -1.36 -1.52
H -1.21 0.37 -1.56
H -0.01 -0.95 -2.05
H -1.69 0.69 0.57
H -2.32 -0.77 1.06
H -0.90 -0.16 1.96
```

- E_LUMO (eV) = -0.5
- ΔE to the lowest compared entry with this formula, charge and spin (eV) = 7.2438
- gap between HOMO and LUMO (eV) = 7.33
- E_tot (eV) = -14548.4355
- 2S+1 = 1